Molecular formula: CH2N4OS
Method: DFT, the ωB97M-V functional and the def2-TZVPD basis

The net charge is 0. The relative energy (zero: lowest compared OMol25 entry of this formula, charge and spin) is 146.9 kJ/mol. The gap between HOMO and LUMO comes out at 9.59 eV. As for the SMILES: [H]/N=c1\nnon1S. The LUMO energy is -0.20 eV. The total energy is -731.62071 hartree.

Structure (XYZ):
```
9
Properties=species:S:1:pos:R:3:forces:R:3:mulliken_charge:R:1
N -1.569282 0.338922 0.933618 0.0 -0.1 0.4 -0.236
C -0.153336 0.129254 1.015563 0.3 0.1 -0.2 0.480
H -0.009265 -0.180694 2.850772 0.1 0.0 -0.1 0.280
O -0.847060 0.457157 -1.088639 -0.3 0.1 -0.5 -0.067
S 1.478635 -0.724858 -0.985011 -0.3 -0.1 0.2 -0.073
N 0.302411 0.301370 -0.302202 0.5 -0.3 0.4 0.019
N -1.912718 0.496040 -0.233242 0.0 0.0 0.0 0.011
N 0.569596 -0.120695 2.015328 -0.4 0.0 -0.2 -0.578
H 2.317557 0.236172 -1.369381 0.1 0.2 0.0 0.165
```
Forces are in eV/Å.



Molecular formula: C33H49Cl3N2O3PSiYb
Method: DFT, the ωB97M-V functional and the def2-TZVPD basis

As for the spin multiplicity: 2. The net charge is 0. The relative energy (zero: lowest compared OMol25 entry of this formula, charge and spin) is 276.3 kJ/mol. The gap between HOMO and LUMO (spin up / spin down) comes out at 4.62 / 6.46 eV. As for the expectation value of S²: 0.768. The LUMO energy (spin up / spin down) is 0.05 / 0.09 eV. The total energy is -4792.24935 hartree.

Structure (XYZ):
```
93
Properties=species:S:1:pos:R:3:forces:R:3:mulliken_charge:R:1
H -4.282600 3.443797 -2.993409 0.4 -0.5 -0.2 0.460
N -0.232594 -2.601965 3.355992 0.2 0.8 -0.5 0.353
H 2.806364 -0.946294 3.660854 0.2 -0.1 0.0 0.173
H 0.883676 2.477859 -4.162830 0.0 -0.3 0.2 0.388
H 5.983010 2.330474 4.483413 -0.1 0.0 0.0 0.433
H 0.614942 -4.492597 3.269997 0.0 0.1 -0.1 0.337
C -6.331756 -2.078629 0.659930 0.2 0.2 0.0 -0.734
O -2.922655 0.245262 -1.058939 -0.5 -1.2 -2.3 0.517
H -6.493778 3.315322 -3.809552 0.3 -0.1 -0.2 0.336
C 0.601398 -3.581486 2.667292 0.0 -0.3 -0.2 -0.746
C -5.540993 -0.954531 0.413586 -0.1 -0.3 -0.1 -0.384
C -6.802485 -2.854760 -0.403585 0.1 -0.2 0.4 -0.550
C 2.698995 3.187648 -2.665414 0.4 0.2 0.1 -0.759
C 4.839516 -0.464372 3.100722 -0.3 -0.7 0.2 0.274
H 4.586853 0.368292 0.121406 0.2 0.2 0.0 0.385
H 7.269277 3.188906 -1.736883 -0.1 -0.1 0.2 0.377
C -0.416197 -1.156349 -2.057242 0.5 0.1 -0.1 -0.984
H 1.637237 -3.221577 2.552241 -0.5 0.0 0.0 0.130
H -5.458380 2.285300 -4.856819 -0.2 0.2 0.3 0.298
H -7.175852 1.916533 -4.597726 0.1 0.0 0.0 0.405
H -5.642779 -0.977992 -2.995687 0.0 -0.2 0.5 0.778
P 4.552860 1.282735 2.880699 2.9 0.5 -2.0 1.427
C 5.909372 1.712138 -0.937431 -0.2 -0.3 0.2 -0.674
H -0.069281 -0.539875 -2.889779 -0.1 -0.2 0.3 0.043
H 7.415101 -2.709070 2.944040 -0.3 0.1 0.1 0.385
H 7.579859 4.339793 0.453198 -0.1 -0.2 0.0 0.383
C 6.747622 2.823989 -0.852397 0.2 0.2 -0.2 -0.526
C -5.945066 1.437137 -2.926419 0.8 -0.1 1.3 -0.130
H -5.084565 -0.357836 1.211272 -0.3 -0.3 -0.1 0.371
O 0.656865 1.227362 -0.471274 1.1 0.2 -0.4 -0.518
C -3.022175 -1.362593 -3.629293 0.1 -0.3 -0.7 -1.327
H -0.590294 -3.900563 4.937117 -0.1 0.2 0.1 0.277
H -1.927304 -3.310325 -0.674834 -0.2 0.2 0.0 0.469
H 6.946539 -0.287256 2.617076 -0.4 -0.2 0.1 0.353
C 6.922183 3.475977 0.378761 -0.5 -0.3 0.6 -0.509
Cl -1.458368 3.515904 -1.963399 2.5 2.4 1.5 -0.697
H -6.572569 -2.337241 1.689140 0.1 -0.1 -0.2 0.424
H -6.778658 0.874142 -2.531787 0.0 -0.3 0.0 0.593
Si -2.277779 -1.150907 -1.965285 -1.9 0.3 1.6 1.146
C 1.620130 1.838510 -0.979518 -0.5 0.4 -1.1 -0.159
H -0.158932 -2.193992 -2.314450 -0.2 0.1 0.1 0.471
H 4.484339 1.703842 5.215731 0.0 0.1 -0.1 0.386
H -2.050963 -3.095853 4.289679 0.3 -0.1 0.2 0.321
H 5.578831 -4.252886 3.654431 -0.1 0.4 0.0 0.373
C 5.412647 1.891785 1.433182 -0.3 -1.0 1.9 0.319
C -5.804294 -1.312783 -1.968453 0.1 -0.3 0.2 0.224
C 4.902901 2.227332 4.350563 0.0 0.3 0.2 -1.388
H -0.299912 2.381132 -2.833763 0.8 -0.6 -0.6 -0.009
N 1.703350 2.192445 -2.279133 0.5 -0.2 1.4 0.325
C -6.543267 -2.475333 -1.713040 0.2 0.3 -0.4 -1.227
C 4.089082 -2.684885 3.737206 0.1 0.0 0.1 -0.341
C -6.266627 2.279273 -4.106528 -0.3 0.4 -0.5 -1.659
H -3.433177 -0.430298 -4.041532 0.1 -0.2 0.2 0.312
C -4.368972 0.636115 -1.080345 -0.4 0.2 -0.3 -0.100
H 0.505786 0.877790 -3.447315 0.5 0.3 -0.1 0.098
H -0.898693 -2.166735 5.292333 -0.1 -0.3 -0.1 0.339
H 3.294875 -3.351036 4.095576 0.4 0.3 -0.2 0.479
H 2.490064 2.136324 -0.369365 -0.2 0.0 -0.1 0.227
C 0.655382 1.937338 -3.238322 -0.9 0.1 -0.3 -0.476
H -2.960330 2.758480 -1.987361 -2.3 -1.1 -1.1 -0.053
C 3.813384 -1.333471 3.520106 0.4 -0.1 0.0 -0.554
H -2.230980 -1.725497 -4.308235 -0.3 0.2 0.1 0.493
H -3.809617 -2.130730 -3.604947 0.2 0.3 0.0 0.375
H 0.193960 -3.824484 1.672370 0.2 0.1 0.3 0.194
H -0.973037 -0.638068 3.341607 0.0 -0.3 -0.1 0.468
C -0.989423 -2.963459 4.544596 -0.2 0.2 0.1 -0.873
C 6.406223 -2.324582 3.108212 -0.4 0.1 0.0 -0.599
H 6.379431 3.529581 2.472967 0.0 -0.2 -0.4 0.223
H 0.208410 -0.899789 -1.177949 -0.1 -0.3 -0.7 0.259
Cl 2.562772 1.528522 2.544927 -2.4 0.0 0.1 -0.293
C 6.141162 -0.965854 2.918692 0.0 -0.2 -0.1 -0.292
H -4.463374 1.284561 -0.194326 0.3 -0.4 -0.2 0.507
H -7.337579 -3.786041 -0.200575 0.0 0.4 -0.1 0.370
H 5.775203 1.198065 -1.896293 0.0 0.2 0.4 0.385
C -5.265306 -0.580569 -0.900510 0.2 0.2 0.1 0.414
H 3.696309 2.879847 -2.328189 -0.2 0.1 -0.1 0.130
H 4.441012 3.216361 4.257905 0.1 -0.1 0.1 0.420
C 6.250571 3.014609 1.513797 0.7 1.1 -0.4 -0.585
H -3.641744 -3.024047 -0.999909 0.1 0.2 0.2 0.340
C 5.244906 1.238258 0.191369 -0.1 -0.2 -0.6 -0.474
H -2.846665 -2.147322 0.309780 0.0 0.0 -0.3 0.244
C -2.703187 -2.527544 -0.714988 0.3 -0.4 -0.3 -1.234
C 5.374409 -3.187883 3.511841 0.1 0.2 0.0 -0.504
O -0.014860 -1.183751 1.603637 0.1 -0.8 1.8 -0.563
H 2.681507 3.259103 -3.758938 0.2 0.0 0.4 0.364
H -6.910863 -3.068393 -2.560828 0.1 0.2 0.5 0.352
H -3.247935 2.076130 -3.635218 0.0 0.5 0.2 0.196
H 2.461391 4.179061 -2.242363 0.0 -0.4 -0.2 0.296
C -3.771732 2.491267 -2.751319 -0.2 -0.2 0.4 -1.422
C -4.748739 1.485720 -2.283373 -1.1 -0.2 -0.9 0.326
C -0.426460 -1.409163 2.772512 0.4 -0.6 -0.7 -0.165
Yb -1.156357 0.179081 0.294137 0.3 1.8 0.1 0.396
Cl -2.670555 1.101566 2.053175 -0.4 0.1 0.9 -0.638
```
Forces are in eV/Å.